(1)
{
  "formula": "C16H27BF11NO16S3Zr",
  "method": "ωB97M-V with the def2-TZVPD basis set",
  "e_lumo_ha": -0.0540,
  "total_energy_ha": -4249.4012,
  "total_charge": 0,
  "e_above_lowest_kcal_mol": 0.0,
  "gap_ev": 8.18,
  "e_homo_ha": -0.3547,
  "multiplicity": 1,
  "elements": ["Zr", "N", "S", "O", "O", "F", "S", "O", "O", "F", "B", "H", "H", "H", "H", "O", "C", "C", "O", "H", "H", "H", "H", "C", "C", "O", "C", "O", "C", "F", "F", "F", "H", "H", "H", "H", "H", "C", "C", "O", "C", "O", "C", "F", "F", "F", "H", "H", "H", "H", "H", "C", "C", "O", "C", "O", "C", "F", "F", "F", "H", "H", "H", "H", "H", "C", "C", "O", "S", "O", "O", "O", "H", "H", "H", "H"],
  "positions_angstrom": [[-2.0867, 0.4708, 0.5754], [-1.9049, 2.3126, -0.3450], [-2.7127, 3.2846, -1.3164], [-2.0328, 3.8416, -2.4445], [-3.7238, 4.0511, -0.6569], [-3.6644, 2.1630, -1.9600], [-0.6519, 3.5877, -0.0428], [-1.1566, 4.7726, 0.5647], [0.4009, 3.6900, -0.9932], [-0.0271, 2.8713, 1.1967], [0.0590, -0.2271, 0.0898], [-0.5994, -1.1251, 0.1426], [-0.1269, 0.3380, 1.0272], [1.1390, -0.5274, -0.1044], [-0.3850, 0.3596, -0.7422], [-2.6223, -1.1369, 1.9124], [-4.0324, -1.3253, 2.0257], [-4.9059, -0.0538, 1.7831], [-4.2545, 0.7765, 0.8163], [-4.2452, -1.9605, 2.8949], [-4.2690, -2.1234, 1.3056], [-5.1100, 0.4684, 2.7229], [-5.8558, -0.2783, 1.2936], [-0.8322, 0.0868, 6.0495], [-1.7352, 0.2112, 4.8581], [-2.3034, 1.5082, 4.7765], [-2.4489, 2.1362, 3.6407], [-2.0148, 1.6728, 2.6085], [-3.2290, 3.4614, 3.7031], [-4.3971, 3.2719, 3.0823], [-3.5273, 3.7987, 4.9612], [-2.5793, 4.4024, 3.0392], [-1.3443, 0.3655, 6.9712], [0.1607, 0.5393, 6.0099], [-0.5064, -0.9481, 6.1897], [-2.3952, -0.6588, 4.8442], [-1.1499, -0.0809, 3.9814], [2.8582, -2.4972, -3.7851], [3.3980, -1.2517, -3.1055], [4.7796, -1.0843, -3.2547], [5.7029, -1.8491, -2.6039], [5.4580, -2.6515, -1.7647], [7.1603, -1.6308, -3.0414], [7.1709, -1.0674, -4.2631], [7.6845, -0.7253, -2.2218], [7.9111, -2.7144, -3.0430], [3.3714, -3.3835, -3.4055], [3.0429, -2.5530, -4.8606], [1.7818, -2.6409, -3.6913], [3.1839, -1.2985, -2.0324], [2.9562, -0.3642, -3.5587], [-0.8033, -4.1478, -2.4259], [-1.2413, -2.7685, -1.9495], [-2.5008, -2.4291, -2.6027], [-3.1305, -1.3473, -2.2112], [-2.7288, -0.6367, -1.3181], [-4.4744, -1.1107, -2.9298], [-4.4726, 0.0796, -3.5110], [-4.7375, -2.0699, -3.8061], [-5.4329, -1.0506, -2.0000], [-0.6033, -4.8769, -1.6426], [-0.0059, -4.2124, -3.1648], [-1.6389, -4.6124, -2.9581], [-0.4754, -1.9964, -1.9938], [-1.4594, -2.8369, -0.8827], [3.5626, 0.6677, 0.6309], [3.6948, 1.6494, -0.5619], [5.0369, 2.1353, -0.5641], [5.7824, 1.8795, 0.8652], [6.0505, 3.0909, 1.5443], [6.8615, 0.9600, 0.6273], [4.5537, 1.0359, 1.5503], [3.6156, -0.3241, 0.1750], [2.6441, 0.7759, 1.2066], [3.1508, 2.5808, -0.3781], [3.3632, 1.2798, -1.5283]],
  "forces_ev_per_angstrom": [[-4.74, -3.54, 2.97], [3.10, 4.98, -0.90], [-6.72, 0.32, -2.75], [0.67, -0.56, 1.17], [1.42, 0.11, 0.28], [1.02, -0.31, 0.04], [1.95, 0.39, 1.90], [-0.74, -0.65, -0.94], [-0.81, -0.91, 0.02], [0.25, -0.94, 0.08], [2.08, -0.96, -0.55], [-1.76, -2.34, 0.54], [0.17, 1.73, 2.98], [1.36, -0.30, -0.18], [-0.97, 1.94, -2.31], [0.00, 2.38, -1.54], [-0.07, -1.49, -0.58], [0.98, -0.18, -0.89], [3.10, -0.64, 0.41], [-0.13, 0.97, 0.81], [-0.26, 0.49, -0.75], [0.13, 0.24, -0.01], [-0.20, -0.53, 0.53], [0.55, -0.38, 1.09], [2.11, -2.05, -0.81], [-1.12, 0.93, 0.44], [0.84, -1.75, 0.28], [-0.09, 0.37, -1.17], [-1.03, -0.13, -0.15], [0.04, -0.25, -0.13], [0.71, 0.28, -0.35], [0.21, 0.07, 0.63], [0.12, 0.15, 0.00], [-0.40, 0.84, -0.32], [-0.62, -0.25, -0.22], [-1.21, 0.90, 0.31], [0.00, 0.88, -0.29], [0.54, -0.84, -0.51], [-1.11, -0.53, 0.56], [2.82, -0.02, -0.55], [-1.52, -0.27, -0.46], [-0.35, -0.43, 0.62], [-0.46, 1.81, -0.86], [0.24, -0.47, -0.23], [0.37, -0.01, 0.55], [-0.34, -0.17, 0.07], [-0.22, 0.01, 0.31], [0.15, 0.55, -0.02], [0.02, 0.25, 0.41], [-0.25, 0.10, -0.09], [0.07, 0.07, 0.23], [-0.71, -0.66, -0.95], [0.29, -1.02, 1.29], [-0.19, 0.79, -0.48], [1.02, -1.28, 0.16], [-0.06, 0.73, 0.31], [-0.50, 0.64, 0.51], [0.37, -0.12, -0.58], [-0.01, 0.21, 0.09], [0.06, -0.60, 0.02], [0.25, 0.46, 0.33], [0.23, 0.51, 0.22], [-0.17, 0.17, 0.06], [-0.30, 0.25, -0.71], [-0.20, 0.03, -0.01], [-0.81, 0.47, -1.24], [-1.02, 1.79, 1.15], [1.07, -0.65, 0.78], [0.41, -2.13, -1.32], [-0.64, 0.05, 0.10], [-0.84, 0.78, 0.22], [1.60, 0.85, 0.04], [0.57, -0.37, 0.83], [-0.20, -0.07, -0.55], [-0.65, -0.36, 0.02], [0.54, -0.33, 0.00]],
  "mulliken_charge": [1.761, 0.131, 0.785, -0.570, -0.556, -0.192, 0.973, -0.548, -0.530, -0.191, -0.211, 0.239, 0.467, -0.445, 0.379, -0.607, -0.664, -0.373, -0.616, 0.402, 0.281, 0.187, 0.413, -1.415, 0.206, -0.353, 0.311, -0.285, 0.829, -0.219, -0.248, -0.195, 0.323, 0.343, 0.417, 0.280, -0.033, -1.226, 0.130, -0.336, 0.439, -0.500, 0.790, -0.262, -0.218, -0.231, 0.356, 0.386, 0.157, 0.109, 0.353, -1.299, 0.236, -0.281, 0.285, -0.672, 0.773, -0.228, -0.240, -0.216, 0.351, 0.240, 0.365, 0.235, 0.153, 0.177, -0.103, -0.405, 1.091, -0.535, -0.517, -0.393, 0.089, 0.045, 0.261, 0.164]
}



(2)
{
  "formula": "C4H8O3",
  "method": "ωB97M-V with the def2-TZVPD basis set",
  "e_lumo_ha": 0.0298,
  "total_energy_ha": -382.9282,
  "total_charge": 0,
  "e_above_lowest_kcal_mol": 23.0,
  "gap_ev": 11.24,
  "e_homo_ha": -0.3832,
  "multiplicity": 1,
  "elements": ["C", "C", "O", "C", "O", "C", "O", "H", "H", "H", "H", "H", "H", "H", "H"],
  "positions_angstrom": [[1.2762, -0.8085, -0.6178], [0.5791, 0.5039, -0.3120], [0.9902, 1.4606, -1.2775], [-0.9431, 0.3720, -0.4112], [-1.4716, -0.7189, 0.3626], [-1.3036, -0.6629, 1.6849], [-0.7877, 0.2332, 2.3023], [0.9563, -1.1968, -1.5910], [1.0447, -1.5573, 0.1460], [2.3581, -0.6562, -0.6407], [0.8464, 0.8349, 0.6974], [0.8111, 2.3380, -0.9178], [-1.2092, 0.1331, -1.4437], [-1.4393, 1.3049, -0.1185], [-1.7077, -1.5800, 2.1370]],
  "forces_ev_per_angstrom": [[0.01, -0.03, -0.02], [-0.04, -0.25, 0.20], [-0.03, 0.27, 0.03], [0.03, 0.14, -0.13], [0.04, -0.06, 0.14], [0.10, 0.21, 0.24], [-0.29, -0.34, -0.28], [0.06, 0.06, 0.11], [0.04, 0.10, -0.13], [-0.13, -0.01, 0.01], [0.01, -0.01, -0.19], [0.06, -0.10, -0.14], [0.03, 0.06, 0.14], [0.09, -0.14, 0.03], [0.00, 0.11, -0.01]],
  "nbo_charge": [-0.626, 0.058, -0.716, -0.099, -0.501, 0.647, -0.591, 0.211, 0.214, 0.225, 0.189, 0.472, 0.203, 0.190, 0.125]
}



(3)
{
  "formula": "C20H60B2F8KO10",
  "method": "ωB97M-V with the def2-TZVPD basis set",
  "e_lumo_ha": 0.0715,
  "total_energy_ha": -2999.4704,
  "total_charge": -1,
  "gap_ev": 8.32,
  "e_homo_ha": -0.2342,
  "multiplicity": 1,
  "elements": ["K", "B", "F", "F", "F", "F", "B", "F", "F", "F", "F", "C", "C", "O", "H", "H", "H", "H", "H", "H", "C", "C", "O", "H", "H", "H", "H", "H", "H", "C", "C", "O", "H", "H", "H", "H", "H", "H", "C", "C", "O", "H", "H", "H", "H", "H", "H", "C", "C", "O", "H", "H", "H", "H", "H", "H", "C", "C", "O", "H", "H", "H", "H", "H", "H", "C", "C", "O", "H", "H", "H", "H", "H", "H", "C", "C", "O", "H", "H", "H", "H", "H", "H", "C", "C", "O", "H", "H", "H", "H", "H", "H", "C", "C", "O", "H", "H", "H", "H", "H", "H"],
  "positions_angstrom": [[0.5436, -0.1573, -0.4479], [2.8169, 1.1078, 1.4594], [1.5574, 1.6252, 1.5502], [3.1235, 0.4123, 2.6602], [2.9355, 0.3227, 0.4049], [3.6933, 2.1690, 1.4163], [2.5150, -2.7135, -2.2565], [1.8927, -1.6475, -2.8344], [1.9635, -3.8968, -2.6643], [3.7993, -2.6577, -2.6323], [2.4114, -2.5943, -0.8413], [6.7672, -0.0401, 0.2574], [5.9645, -0.8093, -0.7535], [4.9468, -1.4162, -0.0797], [7.7322, 0.2287, -0.1723], [6.9831, -0.6591, 1.1282], [6.3539, 0.9203, 0.5654], [6.5744, -1.6565, -1.0670], [5.6534, -0.1707, -1.5802], [4.2332, -0.7837, 0.0316], [1.6894, 6.0591, 0.2185], [1.7091, 4.9101, 1.1940], [0.8767, 3.9469, 0.5708], [0.7073, 6.5143, 0.0902], [1.9147, 5.7306, -0.7961], [2.2926, 6.9306, 0.4728], [1.2503, 5.2983, 2.1033], [2.7698, 4.7244, 1.3634], [0.9591, 3.1135, 1.0400], [2.9103, 1.4491, -3.2246], [2.5295, 2.6664, -2.3642], [1.3397, 2.4394, -1.6732], [3.8083, 1.0150, -2.7850], [3.1790, 1.8671, -4.1948], [2.0897, 0.7317, -3.2203], [2.6575, 3.6679, -2.7749], [3.2886, 2.5880, -1.5860], [1.3916, 3.0821, -0.9620], [-1.2428, -6.1830, -2.0042], [-0.0473, -5.5915, -1.1916], [-0.0868, -4.2030, -1.1037], [-2.1603, -6.0289, -1.4361], [-1.3408, -7.2529, -2.1879], [-1.3347, -5.6264, -2.9369], [0.9565, -5.9177, -1.4640], [-0.1943, -5.9377, -0.1686], [0.5489, -3.9376, -1.7723], [-0.1108, -2.1454, 3.5233], [0.2914, -2.8302, 2.2303], [-0.3036, -2.4366, 1.0123], [-0.1183, -1.0595, 3.4298], [0.4709, -2.4933, 4.3769], [-1.1881, -2.2388, 3.6601], [0.1819, -3.8903, 2.4590], [1.3282, -2.6217, 1.9662], [-0.4023, -3.2544, 0.5193], [-0.9761, -0.4821, -4.3782], [-2.4357, -0.4271, -4.9108], [-3.0645, 0.4651, -3.9719], [-1.0002, -0.7010, -3.3107], [-0.4368, 0.4399, -4.5955], [-0.3915, -1.3214, -4.7550], [-2.8247, -1.4438, -4.9671], [-2.5023, 0.0131, -5.9057], [-2.7801, 1.3588, -4.1771], [0.6673, 3.3188, 5.2251], [-0.3634, 3.2717, 4.0856], [-0.2603, 1.9649, 3.4640], [0.5514, 2.4301, 5.8456], [0.4756, 4.2049, 5.8302], [1.6277, 3.4227, 4.7202], [-0.0087, 4.1047, 3.4786], [-1.4044, 3.4469, 4.3573], [0.6807, 1.8771, 3.2954], [-3.8443, -3.1613, 0.4651], [-4.7791, -2.9423, -0.6708], [-5.4162, -4.2192, -0.7964], [-3.0846, -2.3855, 0.5604], [-3.1980, -4.0330, 0.3626], [-4.3483, -3.2515, 1.4273], [-4.3007, -2.7006, -1.6199], [-5.6244, -2.2773, -0.4942], [-5.1913, -4.6388, -1.6301], [-3.5181, 2.2788, -0.8761], [-2.1922, 1.5419, -0.6792], [-2.2133, 0.2675, -1.2365], [-4.3738, 1.6323, -0.6811], [-3.6670, 2.6650, -1.8845], [-3.3771, 3.1644, -0.2565], [-1.9841, 1.3782, 0.3781], [-1.3654, 2.0416, -1.1839], [-2.6914, 0.2861, -2.0688], [-4.5111, 0.2697, 2.2391], [-3.8822, 1.1169, 3.3237], [-3.0609, 2.0950, 2.7713], [-3.8140, -0.2514, 1.5829], [-5.0963, 0.8524, 1.5277], [-5.1661, -0.4352, 2.7512], [-3.1724, 0.5752, 3.9489], [-4.6319, 1.5682, 3.9735], [-2.1217, 1.9506, 2.9084]],
  "forces_ev_per_angstrom": [[0.05, -0.45, -0.29], [2.53, 0.66, 3.50], [-2.52, 0.23, 0.04], [-0.58, -0.21, -0.22], [-0.11, -1.69, -2.61], [0.73, 1.09, -0.54], [1.05, 0.67, 1.64], [-1.89, 1.62, -0.66], [-1.07, -1.61, -0.62], [2.31, -0.27, -0.55], [-0.55, -0.01, -0.03], [1.41, 0.91, -0.14], [1.19, -0.17, 0.71], [-1.81, -0.75, 0.37], [0.37, 0.04, -0.12], [-0.23, 0.02, 0.02], [-0.50, -0.17, 0.14], [0.24, 0.25, -0.76], [-0.05, -0.14, -0.33], [-0.20, -0.25, 0.18], [-0.56, 1.22, -0.85], [-0.45, 1.83, -0.80], [0.50, 0.06, 0.30], [-0.44, -0.32, 0.30], [0.50, -0.14, 0.05], [0.53, -0.31, 0.18], [0.05, -0.37, 0.42], [-0.16, -1.19, 0.11], [0.05, -0.38, 0.27], [-0.03, 1.42, -0.12], [2.07, -1.50, 1.26], [-1.14, 0.02, -0.45], [-0.22, -0.36, -0.22], [-0.19, -0.73, -0.42], [0.24, -0.02, -0.42], [-0.55, -0.03, -0.62], [0.43, 0.69, 0.23], [-0.75, 0.29, 0.69], [-0.03, 0.71, 0.19], [-0.94, -1.63, 0.98], [-0.79, 0.08, -0.21], [-0.07, 0.60, 0.13], [0.99, -0.14, -0.12], [-0.04, -0.17, -0.16], [-0.15, -0.14, -0.51], [0.12, -0.31, 0.21], [0.44, 0.73, -0.19], [-1.29, 1.22, -1.07], [1.86, 0.03, 0.35], [-1.69, 0.40, 0.67], [0.97, 0.26, 0.09], [-0.12, 0.08, -0.15], [-0.18, -0.88, 0.43], [-0.05, -0.31, -0.59], [0.60, -0.39, 1.03], [0.04, -0.03, -0.93], [-0.19, -0.97, -0.71], [2.29, 0.82, 0.74], [-1.43, -0.59, -0.17], [-0.13, 0.41, 0.04], [-0.02, 0.02, 0.21], [0.04, 0.07, -0.47], [-0.69, 0.35, 0.58], [0.06, -0.11, -0.12], [0.09, 0.01, -0.10], [-1.26, 0.17, -0.17], [0.98, -0.41, 0.65], [-0.67, 1.44, 0.33], [0.44, 0.02, 0.01], [0.21, 0.08, 0.11], [0.27, -0.32, 0.51], [-0.57, -0.18, -0.93], [0.14, -0.19, 0.13], [0.19, -0.59, -0.45], [1.57, 1.08, 0.96], [-0.53, -1.42, -0.28], [-0.91, -0.84, -0.66], [-0.19, 0.50, 0.10], [-0.43, -0.34, -0.45], [-0.19, 0.01, -0.10], [0.22, 0.33, 0.16], [0.48, 0.58, 0.23], [0.07, 0.11, 0.03], [1.04, 0.41, -0.02], [-0.40, 0.12, -0.56], [-0.04, -1.82, 0.02], [0.06, 0.25, 0.60], [0.30, -0.18, -0.29], [-0.91, 0.00, 0.34], [-0.01, 0.44, 0.12], [0.12, 0.84, 0.40], [-0.01, -0.02, -0.50], [-0.37, -0.19, 0.10], [1.29, -0.51, -0.10], [-0.16, 1.97, -1.02], [0.35, -0.18, 0.46], [-0.26, 0.34, 0.34], [-0.14, -0.31, -0.33], [-0.64, -0.90, 0.37], [-0.16, 0.11, -0.06], [0.18, -0.45, 0.14]],
  "mulliken_charge": [0.296, -0.174, -0.191, -0.406, 0.440, -0.469, 0.333, -0.250, -0.426, -0.337, -0.316, -1.129, 0.071, -0.454, 0.431, 0.250, 0.218, 0.369, -0.011, 0.209, -1.395, 0.037, -0.588, 0.320, 0.264, 0.397, 0.269, 0.217, 0.350, -0.373, -0.271, -0.103, -0.177, 0.391, -0.050, 0.430, 0.208, 0.117, -0.996, -0.430, -0.366, 0.146, 0.366, 0.273, 0.396, 0.332, 0.311, -1.074, -0.183, 0.198, 0.030, 0.379, 0.363, 0.404, 0.197, -0.048, -0.517, -0.613, -0.501, -0.075, 0.320, 0.449, 0.334, 0.314, 0.276, -1.302, -0.017, -0.407, 0.320, 0.403, 0.348, -0.014, 0.486, 0.177, -0.402, -0.136, -0.571, -0.045, 0.140, 0.365, 0.149, 0.211, 0.298, -1.522, 0.210, 0.123, 0.253, 0.447, 0.392, 0.102, 0.273, -0.027, -0.610, -0.282, -0.451, -0.107, 0.225, 0.425, 0.280, 0.290, 0.197]
}



(4)
{
  "formula": "CH14O5",
  "method": "ωB97M-V with the def2-TZVPD basis set",
  "e_lumo_ha": 0.0188,
  "total_energy_ha": -422.6841,
  "total_charge": 0,
  "e_above_lowest_kcal_mol": 13.3,
  "gap_ev": 11.46,
  "e_homo_ha": -0.4025,
  "multiplicity": 1,
  "elements": ["C", "H", "H", "H", "H", "O", "H", "H", "O", "H", "H", "O", "H", "H", "O", "H", "H", "O", "H", "H"],
  "positions_angstrom": [[-2.6933, 0.1648, 1.9888], [-2.3178, -0.8243, 1.7243], [-2.2533, 0.8871, 1.3060], [-3.7725, 0.1993, 1.9115], [-2.4473, 0.4504, 3.0108], [1.3351, -2.5342, -1.6168], [1.4934, -1.9473, -0.8623], [1.3236, -3.4393, -1.2990], [0.8203, 1.2683, 1.5287], [1.5819, 1.8584, 1.4379], [0.0714, 1.8452, 1.3255], [-0.3026, -0.2825, -1.9036], [0.2966, -0.7698, -2.4780], [-0.7161, -0.9547, -1.3547], [-1.0975, 2.1028, -0.6790], [-0.6011, 1.4797, -1.2295], [-1.2964, 2.8354, -1.2696], [1.7857, -0.7140, 0.6982], [1.0095, -0.1534, 0.8972], [2.2429, -0.2411, -0.0054]],
  "forces_ev_per_angstrom": [[0.13, 0.21, 0.04], [-0.07, 0.03, 0.26], [-0.09, 0.08, -0.08], [-0.20, -0.09, -0.22], [0.23, -0.24, -0.01], [-0.08, 0.10, -0.48], [0.00, -0.26, 0.50], [0.09, 0.08, 0.19], [-0.69, 1.84, 0.57], [-0.05, -0.35, 0.08], [-0.20, -0.07, -0.16], [-0.09, 0.40, -0.14], [0.02, -0.20, 0.10], [0.06, -0.09, -0.03], [0.14, 0.33, 0.06], [-0.08, -0.35, -0.01], [-0.08, 0.03, 0.10], [0.38, -1.44, -0.88], [0.60, -0.10, -0.03], [-0.02, 0.10, 0.13]],
  "nbo_charge": [-0.857, 0.209, 0.223, 0.212, 0.212, -0.995, 0.500, 0.478, -0.944, 0.483, 0.501, -0.977, 0.500, 0.488, -0.983, 0.504, 0.471, -0.980, 0.501, 0.457]
}